P:
Here is the molecule C3H4N4 from the OMol25 dataset. Energies are from ωB97M-V/def2-TZVPD.

The geometry in XYZ format:
```
11
Properties=species:S:1:pos:R:3
H -0.92842 1.13106 0.60859
N -1.78260 0.45337 0.69885
C -1.48932 -0.73370 0.10980
N -0.11511 -0.80984 -0.40135
C 0.80214 0.24967 -0.24749
C 2.11225 -0.01539 0.20075
N 3.14073 -0.40683 0.50941
N 0.55527 1.52644 -0.26533
H -0.33152 1.75564 -0.55864
H -2.38531 -1.48192 0.07472
H 0.42188 -1.66851 -0.72932
```

Summary:
Orbital gap   9.678 eV
Spin multiplicity   1
SMILES   [H]/N=C\N/C(C#N)=N\[H]


Q:
Here is the molecule C3H4N4 from the OMol25 dataset. Energies are from ωB97M-V/def2-TZVPD.

The geometry in XYZ format:
```
11
Properties=species:S:1:pos:R:3
C -2.80483 -0.47542 -0.03185
N -1.75536 0.50193 0.26560
N -0.63149 -0.01319 0.19149
N 0.52184 0.34164 0.06002
C 1.75225 0.10448 -0.01426
C 2.93942 0.42618 0.13231
N 4.21373 0.40255 0.25815
H -3.23287 -0.08524 -0.97415
H -2.26857 -1.42508 -0.13975
H -3.51073 -0.35568 0.82494
H 4.77662 0.57783 -0.57250
```

Summary:
Orbital gap   6.937 eV
Spin multiplicity   1
SMILES   C/N=N/N=C=C=N


R:
Here is the molecule C3H4N4 from the OMol25 dataset. Energies are from ωB97M-V/def2-TZVPD.

The geometry in XYZ format:
```
11
Properties=species:S:1:pos:R:3
H -0.13988 -3.02702 -0.45029
N -0.88109 -2.21168 -0.47774
C -0.30051 -1.09513 -0.35288
N 1.15072 -0.89609 -0.05227
C 1.20347 0.33916 0.23065
C -0.13200 1.02409 0.13997
N -0.43719 2.20903 0.38371
H 0.36955 2.80765 0.54425
N -0.99521 0.08068 -0.23007
H 2.21603 0.86275 0.45826
H -2.05388 -0.09345 -0.19359
```

Summary:
Orbital gap   9.284 eV
Spin multiplicity   1
SMILES   [H]/N=C1N=C/C(=N\[H])N\1


S:
Here is the molecule C3H4N4 from the OMol25 dataset. Energies are from ωB97M-V/def2-TZVPD.

The geometry in XYZ format:
```
11
Properties=species:S:1:pos:R:3
H -1.39081 -0.34241 -2.53575
N -0.42221 -0.59843 -2.24470
C -0.25775 -0.23896 -1.08865
C 0.84735 0.29132 -0.44883
C 0.88019 0.34198 0.89485
N -0.14166 0.13092 1.67550
N -1.41103 0.03805 1.01371
N -1.34014 0.08106 -0.25155
H 1.63853 0.09556 -1.08313
H 1.75865 0.50159 1.38609
H -0.16113 -0.30068 2.68246
```

Summary:
Orbital gap   9.092 eV
Spin multiplicity   1
SMILES   [H]/N=c1/cc[nH]nn1


The winner here is R, beating the second structure by 1.982 eV.


P:
Here is the molecule C2H4NP from the OMol25 dataset. Energies are from ωB97M-V/def2-TZVPD.

The geometry in XYZ format:
```
8
Properties=species:S:1:pos:R:3
H -2.53843 0.74856 -0.33271
N -2.24666 -0.10163 -0.02961
C -0.82018 0.25492 0.24227
P 0.20011 -1.17313 0.38277
C 1.71926 -0.43537 0.15344
H -0.51631 1.22250 0.03847
H 2.42441 -1.06864 -0.27127
H 1.77782 0.55278 -0.18335
```

Summary:
Orbital gap   8.533 eV
Spin multiplicity   1
SMILES   [H]/N=C/P=C


Q:
Here is a cluster of 2 separate species, C2H4NP in total from the OMol25 dataset. Energies are from ωB97M-V/def2-TZVPD.

The geometry in XYZ format:
```
8
Properties=species:S:1:pos:R:3
C -0.45992 0.82355 0.02148
C 0.11724 -0.37825 -0.69541
N 0.85519 -1.05840 0.36715
P 1.43237 0.57109 0.10920
H -0.87264 1.49871 -0.70842
H -0.93685 0.40883 0.89892
H -0.18360 -0.76169 -1.58411
H 0.04821 -1.10383 1.59119
```

Summary:
Orbital gap   9.582 eV
Spin multiplicity   1


The winner here is P, beating the second structure by 0.410 eV.


P:
Here is a cluster of 2 separate species, CH3NO4 in total from the OMol25 dataset. Energies are from ωB97M-V/def2-TZVPD.

The geometry in XYZ format:
```
9
Properties=species:S:1:pos:R:3
O 3.25023 -0.14008 -0.42455
N 2.09249 -0.20307 -0.17359
O 1.38446 -1.14381 0.17241
O 1.44520 1.04299 -0.26419
H 0.47453 0.76863 0.04591
C -2.15886 -0.09363 0.14669
O -1.28056 0.54096 -0.42632
H -2.01721 -0.55574 1.16728
H -3.19028 -0.21625 -0.24363
```

Summary:
Orbital gap   11.198 eV
Spin multiplicity   1
SMILES   O=[N+]([O-])O.C=O


Q:
Here is a structure of composition CH3NO4 from the OMol25 dataset. Energies are from ωB97M-V/def2-TZVPD.

The geometry in XYZ format:
```
9
Properties=species:S:1:pos:R:3
C 0.34249 -0.19763 -0.31641
N -0.98888 0.63262 -0.02640
O -0.87906 1.68943 0.61709
O -2.02822 0.17821 -0.41505
O 0.01863 -1.47874 -0.05879
O 1.44662 0.33475 0.20752
H 0.46688 -0.26238 -1.70158
H 0.22790 -1.86967 0.76429
H 1.39364 0.97342 0.92933
```

Summary:
Orbital gap   10.874 eV
Spin multiplicity   1


The winner here is Q, beating the second structure by 0.499 eV.


P:
Here is the molecule C5H8O2 from the OMol25 dataset. Energies are from ωB97M-V/def2-TZVPD.

The geometry in XYZ format:
```
15
Properties=species:S:1:pos:R:3
C -1.77496 -0.21129 -0.02233
C -0.47002 0.55970 0.03968
O -0.11515 0.66632 1.45311
C 0.88273 1.46925 1.70548
C 1.13407 -1.31580 -0.39619
C 0.65346 -0.11524 -0.71430
O 1.08137 0.65584 -1.74691
H -1.64789 -1.20078 0.42864
H -2.56756 0.31920 0.51377
H -2.07677 -0.34329 -1.06594
H -0.57346 1.57938 -0.33890
H 0.97520 1.36418 2.81673
H 1.96187 -1.77113 -0.93253
H 0.71730 -1.86347 0.44097
H 1.81982 0.20713 -2.18129
```

Summary:
Orbital gap   9.370 eV
Spin multiplicity   1


Q:
Here is the molecule C5H8O2 from the OMol25 dataset. Energies are from ωB97M-V/def2-TZVPD.

The geometry in XYZ format:
```
15
Properties=species:S:1:pos:R:3
O 2.48081 0.40355 0.35858
C 1.08600 0.38052 0.50861
C 0.10189 1.24252 -0.31134
C -0.92219 0.15557 -0.00876
O -2.03359 0.55181 0.69998
C -0.72799 -1.01841 -0.86173
C 0.25163 -0.86338 0.30419
H 2.72912 -0.28943 -0.26041
H 0.89987 0.66659 1.55189
H -0.13548 2.23224 0.08293
H 0.35241 1.31510 -1.37577
H -2.56013 -0.22463 0.92285
H -1.41574 -1.82258 -0.58714
H -0.53422 -0.97782 -1.93337
H 0.42762 -1.75166 0.90949
```

Summary:
Orbital gap   9.676 eV
Spin multiplicity   1
SMILES   O[C@H]1C[C@@]2(O)C[C@@H]12


The winner here is Q, beating the second structure by 1.142 eV.